3 unconnected molecules or ions with the total composition C2H10N2O2 in a non-equilibrium geometry. Source: the Open Molecules 2025 dataset; level of theory: ωB97M-V/def2-TZVPD.

Each line ends with the natural charge from an NBO analysis.
Element x y z (Å)
O 0.070620 -2.813634 0.351994  -0.9774
O -0.245162 -0.818932 2.350665  -0.9414
N 0.118782 2.864587 -0.094678  -0.8700
N 0.154611 -0.592919 -1.627535  -0.8428
C 0.422502 1.647551 -0.794667  -0.1395
C -0.339725 0.567932 -0.992983  -0.0282
H 1.085155 -0.493632 -1.986910  0.3732
H -1.410372 0.495191 -0.825097  0.1885
H 0.071185 -2.114795 1.020827  0.4925
H -0.127578 -1.439898 -1.157916  0.4122
H -1.099175 -0.385962 2.271639  0.4791
H -0.594893 3.359455 -0.614464  0.3708
H -0.246527 -3.590762 0.827725  0.4740
H 0.341440 -0.182489 1.948905  0.4812
H 1.464722 1.620533 -1.156128  0.1629
H -0.018451 2.737576 0.889358  0.3649

Forces on atoms 1 to 2 (eV/Å):
-0.0539 -0.3158 -0.0149
-0.1983 -0.1011 0.1086

**Energy relative to the best compared isomer or geometry (same formula, charge and spin)**: 1.002 eV
**Strongest force on any atom**: 1.6 eV/A
**SMILES**: N/C=C/N.O.O
**Multiplicity**: 1

---

A molecular structure, C5H6O2 in a non-equilibrium geometry. Source: the Open Molecules 2025 dataset; level of theory: ωB97M-V/def2-TZVPD.

Each line ends with the natural charge from an NBO analysis.
Element x y z (Å)
O -0.282855 -1.923480 0.641135  -0.4860
O 0.777629 2.017657 -1.505025  -0.6447
C -0.123868 -0.597263 0.235540  0.2149
C 1.139025 0.293792 0.445334  -0.4578
C -0.239017 -0.098246 -1.145715  -0.3949
C 0.686450 0.833540 -0.878170  0.3565
C -1.148877 -0.932906 1.215349  -0.1155
H -2.197088 -0.985448 0.919049  0.1813
H -0.970438 -0.740383 2.272739  0.1808
H 1.206639 0.976094 1.296882  0.2130
H 2.028340 -0.338639 0.378857  0.2323
H -0.733377 -0.418001 -2.053359  0.2235
H -0.142563 1.913284 -1.822616  0.4967

Forces on atoms 1 to 2 (eV/Å):
0.1475 -0.5175 0.2579
-0.3619 -0.0710 -0.1445

**Energy relative to the best compared isomer or geometry (same formula, charge and spin)**: 3.404 eV
**Strongest force on any atom**: 1.9 eV/A
**Multiplicity**: 1

---

A single C6H7N molecule in a non-equilibrium geometry. Source: the Open Molecules 2025 dataset; level of theory: ωB97M-V/def2-TZVPD.

Each line ends with the natural charge from an NBO analysis.
Element x y z (Å)
N -1.030695 -2.767727 0.359125  -0.2810
C -1.911589 -2.009195 0.840732  0.0676
C -0.734973 -1.323695 0.514997  0.0918
C 0.010215 1.779243 -0.727163  -0.6100
C 0.634545 0.884274 0.262895  -0.2464
C 0.186073 -0.443200 0.381119  -0.1263
C 1.572270 -0.245817 -0.144579  -0.4386
H 2.201710 -0.765040 0.668063  0.2319
H 0.677569 2.588777 -1.304485  0.2139
H -0.358344 1.245251 -1.726275  0.2104
H 0.771010 1.302411 1.282723  0.2241
H -2.906488 -1.977847 1.245458  0.2098
H 1.773837 -0.572426 -1.203094  0.2317
H -0.885138 2.304991 -0.449517  0.2211

Forces on atoms 1 to 2 (eV/Å):
0.4679 -0.3220 -0.0674
-0.0758 1.1470 0.1842

**Energy relative to the best compared isomer or geometry (same formula, charge and spin)**: 5.456 eV
**Strongest force on any atom**: 5.6 eV/A
**SMILES**: C[C@@H]1C/C1=C1C=N/1
**Multiplicity**: 1

---

A molecular structure, C4H5O4S2 in a non-equilibrium geometry. Source: the Open Molecules 2025 dataset; level of theory: ωB97M-V/def2-TZVPD.

Each line ends with the natural charge from an NBO analysis.
Element x y z (Å)
S 1.971896 -1.207637 -0.059383  1.6104
S 3.180269 0.887189 0.063308  1.4630
O 3.060891 1.554311 -1.238120  -0.9476
O 2.312439 1.471588 1.124541  -0.9558
O 1.663322 -1.745319 -1.376602  -0.9722
O 2.730333 -2.197820 0.704118  -0.9901
C -2.817413 0.897114 -0.695574  -0.3738
C -0.050291 -0.823983 1.016909  -0.2977
C -2.187516 0.330029 0.353387  -0.2113
C -0.750177 -0.073674 0.157044  -0.2971
H -0.225026 0.427532 -0.627856  0.2166
H -0.124500 -1.343349 1.959412  0.2004
H -2.767102 -0.383881 0.948077  0.1929
H -3.816151 0.941696 -0.811771  0.1761
H -2.180969 1.266211 -1.517493  0.1861

Forces on atoms 1 to 2 (eV/Å):
-1.6378 -1.3466 0.7717
-0.7750 1.6209 0.8770

**Energy relative to the best compared isomer or geometry (same formula, charge and spin)**: 2.342 eV
**Strongest force on any atom**: 4.2 eV/A
**Charge**: -1
**Multiplicity**: 1

---

no.,LUMO (eV)
1,0.55
2,0.71
3,1.03
4,3.48